DFT (ωB97M-V with the def2-TZVPD basis set) results for a structure of composition C29H54BF18IO18P4SSi2.

Properties
HOMO energy	-8.7	eV
molecular weight	1382.55	u
lowest unoccupied orbital energy	-0.01292	hartree
DFT total energy	-6955.053891	hartree
orbital gap	8.3	eV

Element x y z (Å)
1 C -0.435 -4.039 5.862
2 C 0.819 -3.698 5.068
3 O 0.805 -2.411 4.416
4 P 0.603 -1.129 5.343
5 O 1.199 -1.300 6.676
6 C 1.307 0.264 4.437
7 C 0.656 1.583 4.877
8 Si 1.459 3.058 4.094
9 I 0.239 3.570 2.058
10 O 3.041 2.755 3.900
11 Si 3.983 3.312 2.606
12 C 3.736 2.254 1.070
13 C 4.087 2.974 -0.243
14 C 3.423 2.396 -1.472
15 F 2.112 2.734 -1.524
16 F 3.998 2.997 -2.549
17 C 3.595 0.855 -1.696
18 F 4.662 0.388 -1.015
19 F 3.879 0.659 -3.000
20 C 2.332 -0.008 -1.423
21 F 1.496 0.192 -2.454
22 F 1.667 0.360 -0.310
23 C 2.596 -1.548 -1.358
24 F 1.494 -2.158 -1.831
25 F 3.597 -1.890 -2.178
26 C 2.920 -2.119 0.065
27 F 3.518 -1.215 0.853
28 F 3.803 -3.124 -0.111
29 C 1.720 -2.774 0.810
30 F 1.416 -3.945 0.269
31 F 2.073 -2.963 2.081
32 F 0.637 -1.997 0.782
33 C 5.778 3.066 3.127
34 B 6.099 1.622 3.667
35 O 5.385 1.068 4.700
36 O 7.136 0.889 3.100
37 P 3.766 5.573 2.197
38 O 5.081 5.771 1.216
39 O 4.335 6.198 3.623
40 S 1.150 4.755 5.523
41 O 1.499 6.023 4.930
42 O 1.813 4.379 6.750
43 C -0.669 4.856 5.929
44 F -1.049 3.723 6.529
45 F -1.371 4.992 4.790
46 C -1.025 6.083 6.812
47 F -0.842 7.209 6.137
48 F -0.320 6.109 7.930
49 F -2.328 5.998 7.103
50 O -0.980 -0.887 5.446
51 C -1.677 -0.718 4.195
52 C -2.999 -1.485 4.231
53 H -0.355 -3.763 6.912
54 H -1.321 -3.601 5.402
55 H -0.583 -5.122 5.832
56 H 0.914 -4.422 4.258
57 H 1.701 -3.819 5.696
58 H 1.250 0.074 3.359
59 H 2.368 0.247 4.695
60 H 0.864 1.687 5.952
61 H -0.426 1.599 4.768
62 H 4.432 1.417 1.197
63 H 2.738 1.812 1.065
64 H 3.761 4.014 -0.208
65 H 5.162 2.953 -0.424
66 H 5.978 3.854 3.866
67 H 6.385 3.314 2.248
68 H 5.238 0.128 4.528
69 H 7.983 1.338 3.184
70 H 5.858 5.381 1.647
71 H 4.236 5.576 4.355
72 H -1.082 -1.041 3.337
73 H -1.906 0.337 4.022
74 H -3.716 -0.955 3.603
75 H -3.353 -1.496 5.261
76 H -2.862 -2.501 3.863
77 O -1.420 -6.818 -4.675
78 P -2.324 -5.825 -4.093
79 O -2.872 -4.803 -5.197
80 C -3.302 -5.310 -6.467
81 C -4.649 -6.003 -6.390
82 O -1.391 -4.796 -3.260
83 C -0.085 -5.159 -2.807
84 C 0.962 -4.492 -3.671
85 O -3.496 -5.930 -3.054
86 C -4.122 -4.740 -2.523
87 C -5.502 -4.541 -3.108
88 H -2.546 -5.985 -6.872
89 H -3.359 -4.450 -7.133
90 H -4.636 -6.811 -5.655
91 H -4.916 -6.421 -7.361
92 H -5.430 -5.304 -6.091
93 H 0.044 -6.241 -2.800
94 H -0.003 -4.813 -1.776
95 H 0.798 -4.718 -4.725
96 H 1.966 -4.818 -3.395
97 H 0.902 -3.413 -3.561
98 H -3.502 -3.861 -2.680
99 H -4.192 -4.903 -1.448
100 H -5.440 -4.137 -4.118
101 H -6.064 -3.832 -2.500
102 H -6.046 -5.484 -3.158
103 O -2.902 1.170 -2.405
104 P -2.613 1.955 -3.607
105 O -3.916 2.135 -4.521
106 C -5.167 2.449 -3.896
107 C -5.244 3.894 -3.441
108 O -1.756 0.992 -4.586
109 C -1.039 -0.134 -4.068
110 C -1.759 -1.422 -4.406
111 O -1.796 3.275 -3.839
112 C -1.530 3.763 -5.172
113 C -2.370 4.981 -5.485
114 H -5.342 1.773 -3.057
115 H -5.937 2.248 -4.641
116 H -4.421 4.138 -2.766
117 H -6.185 4.079 -2.924
118 H -5.179 4.573 -4.291
119 H -0.896 -0.036 -2.994
120 H -0.053 -0.121 -4.535
121 H -2.796 -1.382 -4.068
122 H -1.273 -2.281 -3.942
123 H -1.776 -1.579 -5.486
124 H -1.678 2.984 -5.916
125 H -0.473 4.027 -5.180
126 H -3.394 4.696 -5.723
127 H -1.960 5.503 -6.350
128 H -2.401 5.663 -4.635

***

DFT (ωB97M-V with the def2-TZVPD basis set) results for a cluster of 17 separate species, C29H54BrCl32N2O2 in total.

Properties
HOMO energy	-11.7	eV
molecular weight	1677.16	u
net charge	+1
lowest unoccupied orbital energy	-0.13247	hartree
DFT total energy	-18697.167069	hartree
orbital gap	8.1	eV

Element x y z (Å)
1 C -1.562 -0.433 -1.955
2 C -1.320 -1.892 -1.582
3 C -0.051 -2.152 -0.730
4 C 0.315 -0.949 0.095
5 C -0.328 -0.690 1.343
6 C -1.415 -1.591 1.884
7 C -2.861 -1.020 2.041
8 C -3.186 0.227 1.251
9 Br -3.397 -0.832 3.919
10 C 0.105 0.424 2.052
11 C -0.458 0.760 3.380
12 C 1.132 1.192 1.448
13 C 1.694 2.405 2.134
14 O 0.706 3.419 2.011
15 O 1.433 4.650 1.831
16 N 1.672 0.947 0.288
17 N 1.257 -0.135 -0.374
18 C 1.951 -0.345 -1.644
19 H -0.726 0.021 -2.481
20 H -2.417 -0.367 -2.620
21 H -1.791 0.195 -1.103
22 H -2.168 -2.213 -0.981
23 H -1.347 -2.511 -2.465
24 H 0.785 -2.532 -1.301
25 H -0.278 -2.927 -0.012
26 H -1.085 -1.901 2.875
27 H -1.520 -2.496 1.311
28 H -3.523 -1.797 1.683
29 H -4.155 0.588 1.575
30 H -3.311 -0.048 0.212
31 H -2.488 1.044 1.401
32 H -0.491 -0.098 4.045
33 H 0.030 1.598 3.853
34 H -1.487 1.066 3.223
35 H 1.890 2.200 3.182
36 H 2.583 2.748 1.617
37 H 0.725 5.296 1.933
38 H 2.818 0.302 -1.636
39 H 1.348 -0.071 -2.499
40 H 2.321 -1.360 -1.693
41 C -2.113 2.010 -4.978
42 Cl -2.595 0.589 -5.915
43 Cl -0.421 1.909 -4.456
44 H -2.209 2.893 -5.603
45 H -2.754 2.075 -4.108
46 C -4.363 -4.086 -3.154
47 Cl -3.565 -2.649 -3.823
48 Cl -4.268 -4.186 -1.387
49 H -5.407 -4.055 -3.436
50 H -3.883 -4.965 -3.568
51 C -3.731 3.260 3.714
52 Cl -4.887 4.401 3.020
53 Cl -2.131 3.409 2.963
54 H -3.635 3.455 4.775
55 H -4.098 2.253 3.545
56 C 0.587 0.755 -7.934
57 Cl 0.215 -0.752 -8.778
58 Cl 2.205 0.735 -7.220
59 H 0.532 1.569 -8.645
60 H -0.136 0.893 -7.141
61 C 4.960 0.974 0.572
62 Cl 6.117 2.043 1.370
63 Cl 5.210 -0.725 0.996
64 H 3.963 1.257 0.879
65 H 5.070 1.085 -0.501
66 C 8.926 -0.391 1.341
67 Cl 10.045 -0.842 0.047
68 Cl 9.674 -0.527 2.935
69 H 8.617 0.634 1.188
70 H 8.069 -1.052 1.303
71 C 3.031 1.560 6.355
72 Cl 1.382 1.057 6.748
73 Cl 3.583 0.873 4.819
74 H 3.054 2.640 6.277
75 H 3.694 1.220 7.140
76 C -0.905 5.548 -7.214
77 Cl 0.012 4.233 -7.954
78 Cl -2.489 5.006 -6.631
79 H -0.338 5.921 -6.371
80 H -1.060 6.330 -7.947
81 C -6.622 7.583 3.775
82 Cl -7.097 8.219 5.353
83 Cl -8.001 7.405 2.683
84 H -5.913 8.267 3.326
85 H -6.177 6.606 3.918
86 C 13.434 -2.523 -0.329
87 Cl 14.593 -1.456 0.471
88 Cl 13.696 -4.219 0.093
89 H 12.435 -2.242 -0.018
90 H 13.544 -2.412 -1.401
91 C 3.777 -4.036 3.047
92 Cl 3.015 -2.772 2.069
93 Cl 5.472 -4.289 2.610
94 H 3.730 -3.740 4.088
95 H 3.211 -4.947 2.880
96 C -6.304 -0.904 -0.766
97 Cl -5.591 0.606 -1.348
98 Cl -6.284 -0.973 1.003
99 H -7.330 -0.965 -1.109
100 H -5.724 -1.734 -1.147
101 C -4.601 4.647 -1.298
102 Cl -3.807 3.380 -2.259
103 Cl -6.163 4.134 -0.666
104 H -3.954 4.895 -0.465
105 H -4.750 5.509 -1.936
106 C -0.341 -5.943 3.620
107 Cl -1.046 -4.648 2.640
108 Cl 1.359 -6.225 3.214
109 H -0.402 -5.658 4.663
110 H -0.895 -6.856 3.439
111 C 5.979 -3.772 -1.253
112 Cl 5.075 -2.566 -2.190
113 Cl 7.651 -3.909 -1.788
114 H 5.969 -3.472 -0.213
115 H 5.492 -4.732 -1.376
116 C -8.703 -4.629 -0.807
117 Cl -7.758 -4.800 -2.298
118 Cl -7.724 -4.932 0.629
119 H -9.092 -3.619 -0.759
120 H -9.512 -5.348 -0.835

***

DFT (ωB97M-V with the def2-TZVPD basis set) results for a structure of composition C29H54ClPSn.

Properties
HOMO energy (spin up / spin down)	-6.2 / -4.2	eV
molecular weight	587.89	u
lowest unoccupied orbital energy (spin up / spin down)	0.00883 / 0.00801	hartree
DFT total energy	-2153.163629	hartree
orbital gap (spin up / spin down)	6.4 / 4.4	eV

Element x y z (Å)
1 Sn 1.641 2.083 3.333
2 P -0.294 0.411 -1.017
3 Cl -0.272 3.251 2.346
4 C -1.140 -0.145 0.507
5 H -0.594 0.429 1.296
6 H -2.163 0.255 0.509
7 C 1.535 0.665 -1.010
8 C -1.024 2.117 -1.044
9 C 2.084 0.833 -2.443
10 H 1.648 1.615 -0.447
11 C 3.546 1.300 -2.409
12 H 2.028 -0.143 -2.956
13 H 1.477 1.536 -3.034
14 C 4.436 0.329 -1.632
15 H 3.897 1.397 -3.442
16 H 3.589 2.299 -1.956
17 C 3.875 -0.011 -0.251
18 H 4.545 -0.593 -2.214
19 H 5.437 0.754 -1.526
20 C 2.389 -0.390 -0.298
21 H 4.436 -0.849 0.182
22 H 3.999 0.845 0.427
23 H 2.298 -1.345 -0.844
24 H 2.045 -0.538 0.735
25 C -0.854 -0.694 -2.358
26 C -2.549 2.077 -1.236
27 H -0.837 2.449 0.001
28 C -3.160 3.472 -1.051
29 H -2.794 1.688 -2.238
30 H -3.038 1.411 -0.514
31 C -2.491 4.501 -1.961
32 H -4.234 3.423 -1.263
33 H -3.041 3.771 0.002
34 C -0.967 4.538 -1.794
35 H -2.731 4.271 -3.009
36 H -2.902 5.492 -1.761
37 C -0.325 3.150 -1.944
38 H -0.526 5.211 -2.539
39 H -0.706 4.937 -0.799
40 H -0.373 2.818 -2.996
41 H 0.741 3.230 -1.676
42 C -0.066 -2.019 -2.435
43 H -1.883 -0.951 -2.033
44 C -0.819 -2.984 -3.366
45 H 0.954 -1.839 -2.816
46 H 0.049 -2.489 -1.443
47 C -1.084 -2.388 -4.753
48 H -0.252 -3.917 -3.450
49 H -1.777 -3.236 -2.887
50 C -1.685 -0.981 -4.717
51 H -0.137 -2.352 -5.303
52 H -1.753 -3.055 -5.302
53 C -0.974 -0.029 -3.740
54 H -1.665 -0.534 -5.716
55 H -2.738 -1.041 -4.412
56 H 0.027 0.232 -4.121
57 H -1.536 0.915 -3.664
58 C 0.148 -2.147 1.401
59 C -1.180 -1.565 0.869
60 H 1.022 -2.033 0.760
61 C -2.374 -1.902 1.821
62 H -1.398 -2.140 -0.066
63 C -1.935 -2.234 3.247
64 H -3.098 -1.075 1.863
65 H -2.905 -2.769 1.402
66 C -1.017 -3.449 3.236
67 H -1.439 -1.348 3.674
68 H -2.810 -2.430 3.881
69 C 0.233 -3.237 2.354
70 H -0.718 -3.734 4.254
71 H -1.588 -4.283 2.810
72 H 1.116 -3.062 3.003
73 H 0.464 -4.165 1.799
74 C 2.433 -0.480 4.669
75 C 0.930 -0.485 4.943
76 C 0.664 -0.618 6.444
77 C 0.198 0.770 4.420
78 H 2.911 0.403 5.117
79 H 2.650 -0.497 3.591
80 H 2.916 -1.362 5.104
81 H 0.501 -1.364 4.431
82 H 1.046 0.259 6.978
83 H -0.413 -0.687 6.644
84 H 1.155 -1.505 6.853
85 H -0.641 0.545 3.751
86 H -0.159 1.415 5.231

***

DFT (ωB97M-V with the def2-TZVPD basis set) results for a structure of composition C29H54FInNO6.

Properties
HOMO energy	-3.5	eV
molecular weight	646.57	u
net charge	-1
lowest unoccupied orbital energy	0.07808	hartree
DFT total energy	-1933.515125	hartree
orbital gap	5.6	eV

Element x y z (Å)
1 C 1.613 3.895 -1.433
2 C 2.356 3.427 -2.690
3 C 2.281 1.928 -2.956
4 F 1.062 1.716 -3.683
5 In 2.572 0.573 -1.171
6 C 4.326 -0.747 -1.642
7 N 5.635 -0.110 -1.237
8 C 0.815 -0.752 -0.712
9 C -0.487 -0.085 -0.952
10 C -1.174 0.522 0.116
11 C -2.365 1.183 -0.148
12 C -2.922 1.269 -1.417
13 C -2.268 0.639 -2.475
14 C -1.076 -0.021 -2.223
15 H 2.208 3.688 -0.549
16 H 1.507 4.983 -1.479
17 H 0.638 3.416 -1.368
18 H 3.412 3.700 -2.614
19 H 1.940 3.942 -3.563
20 H 3.090 1.700 -3.658
21 H 2.960 1.567 0.245
22 H 4.186 -1.684 -1.093
23 H 4.325 -0.978 -2.709
24 H 6.006 -0.685 -0.489
25 H 6.294 -0.244 -2.002
26 H 0.883 -1.730 -1.192
27 H 0.879 -0.948 0.361
28 H -0.790 0.486 1.125
29 H -2.886 1.675 0.668
30 H -3.840 1.812 -1.603
31 H -2.639 0.668 -3.491
32 H -0.542 -0.481 -3.045
33 C 3.658 0.141 3.953
34 C 2.602 1.168 3.615
35 O 1.746 0.954 2.795
36 C 2.654 2.493 4.338
37 H 3.494 -0.752 3.354
38 H 4.649 0.539 3.732
39 H 3.600 -0.122 5.012
40 H 3.601 2.997 4.134
41 H 2.541 2.347 5.414
42 H 1.833 3.107 3.976
43 C -0.998 4.356 2.040
44 C -1.268 4.403 3.524
45 O -0.517 3.884 4.317
46 C -2.520 5.121 3.975
47 H -0.075 3.809 1.855
48 H -1.814 3.848 1.524
49 H -0.897 5.369 1.646
50 H -3.400 4.646 3.539
51 H -2.484 6.166 3.661
52 H -2.593 5.078 5.059
53 C 9.120 -2.556 -1.929
54 C 8.982 -1.376 -2.862
55 O 8.106 -0.560 -2.716
56 C 9.989 -1.267 -3.984
57 H 8.336 -2.512 -1.176
58 H 9.024 -3.488 -2.488
59 H 10.093 -2.531 -1.434
60 H 9.929 -2.147 -4.627
61 H 10.998 -1.189 -3.575
62 H 9.775 -0.380 -4.575
63 C -4.492 -3.520 1.922
64 C -4.614 -2.337 0.990
65 O -5.502 -1.523 1.121
66 C -3.579 -2.229 -0.098
67 H -5.294 -3.481 2.659
68 H -4.568 -4.448 1.359
69 H -3.532 -3.493 2.437
70 H -3.638 -3.112 -0.737
71 H -2.585 -2.148 0.345
72 H -3.764 -1.341 -0.700
73 C -1.730 -8.175 1.595
74 C -2.647 -7.029 1.952
75 O -2.499 -5.930 1.475
76 C -3.756 -7.322 2.936
77 H -0.982 -7.831 0.885
78 H -1.227 -8.545 2.490
79 H -2.303 -8.987 1.143
80 H -3.336 -7.657 3.885
81 H -4.413 -8.098 2.539
82 H -4.338 -6.418 3.106
83 C -8.090 2.041 -1.422
84 C -8.188 3.203 -2.380
85 O -9.060 4.035 -2.280
86 C -7.146 3.283 -3.470
87 H -8.894 2.108 -0.694
88 H -8.178 1.099 -1.966
89 H -7.133 2.068 -0.899
90 H -7.194 2.394 -4.101
91 H -6.151 3.360 -3.030
92 H -7.333 4.163 -4.081